(i)
Computed, not measured: 7 unconnected molecules or ions with the total composition C29H69N3O7, with ωB97M-V with the def2-TZVPD basis set.

Values from the calculation:
Multiplicity ... 1
HOMO level ... -7.92 eV
Kohn-Sham gap ... 8.253 eV
Net charge ... 0

Each line ends with the Löwdin charge.
Cartesian coordinates (Å):
C (-3.6911, -17.9722, 9.4263)  -0.14
O (-4.0483, -16.6666, 8.9498)  -0.13
H (-2.7240, -17.9519, 9.9289)  0.08
H (-4.4292, -18.3297, 10.1443)  0.07
H (-3.6318, -18.6292, 8.5586)  0.06
H (-4.9040, -16.7186, 8.5177)  0.01
C (-6.4103, -13.9414, 6.2126)  -0.16
O (-5.3129, -14.6473, 5.6460)  -0.12
H (-6.2667, -14.0052, 7.2912)  0.08
H (-6.5639, -12.9105, 5.8935)  0.08
H (-7.3650, -14.4266, 6.0097)  0.05
H (-5.3370, -14.5076, 4.6966)  0.07
C (-6.8008, -18.3156, -0.3772)  -0.02
C (-6.6765, -17.0713, 0.5895)  -0.47
C (-8.1096, -16.8493, 1.1935)  -0.12
C (-8.3955, -17.8178, 2.3490)  -0.19
C (-7.3560, -17.8838, 3.4268)  -0.14
C (-5.9623, -18.2162, 2.8862)  -0.46
N (-5.6894, -17.3350, 1.6822)  -0.12
O (-4.4323, -17.6310, 1.2197)  -0.02
C (-5.0170, -17.7868, 4.0267)  -0.02
C (-5.7637, -19.7072, 2.5698)  -0.01
C (-6.1597, -15.7930, -0.0552)  -0.03
H (-7.4837, -18.1883, -1.2172)  0.08
H (-6.9730, -19.2213, 0.2043)  0.05
H (-5.8613, -18.5435, -0.8807)  0.07
H (-8.1383, -15.8069, 1.5108)  0.11
H (-8.8834, -16.9340, 0.4306)  0.12
H (-8.5379, -18.8131, 1.9281)  0.11
H (-9.3954, -17.6008, 2.7247)  0.10
H (-7.6315, -18.6289, 4.1731)  0.11
H (-7.4342, -16.8993, 3.8881)  0.11
H (-5.1827, -16.7471, 4.3087)  0.06
H (-5.2136, -18.4695, 4.8533)  0.06
H (-3.9516, -17.9375, 3.8526)  0.09
H (-4.7761, -19.9160, 2.1586)  0.09
H (-5.8111, -20.2386, 3.5203)  0.07
H (-6.4356, -20.0873, 1.8002)  0.07
H (-6.1854, -14.9877, 0.6788)  0.09
H (-6.7557, -15.5495, -0.9348)  0.09
H (-5.1421, -15.9313, -0.4204)  0.07
H (-4.1492, -16.8515, 0.7361)  0.08
C (-7.1655, -19.8340, 8.5961)  -0.05
C (-6.9153, -20.9357, 7.6132)  -0.48
C (-5.5078, -20.8235, 6.9961)  -0.14
C (-5.1150, -21.9483, 6.0328)  -0.17
C (-5.3263, -23.2699, 6.8043)  -0.13
C (-6.7220, -23.4919, 7.5152)  -0.47
N (-7.0769, -22.2623, 8.2351)  -0.09
O (-8.3693, -22.3531, 8.7094)  -0.02
C (-7.6609, -23.8443, 6.3215)  -0.04
C (-6.5886, -24.7126, 8.4286)  -0.04
C (-7.9247, -20.6045, 6.4576)  -0.02
H (-8.2230, -19.9027, 8.8511)  0.08
H (-7.0873, -18.8642, 8.1046)  0.06
H (-6.5820, -19.8380, 9.5168)  0.09
H (-5.2904, -19.8593, 6.5367)  0.10
H (-4.7341, -20.8676, 7.7626)  0.11
H (-4.1251, -21.7742, 5.6110)  0.12
H (-5.8207, -21.9367, 5.2022)  0.08
H (-4.5707, -23.4595, 7.5667)  0.11
H (-5.1065, -24.1159, 6.1530)  0.11
H (-8.6977, -23.9130, 6.6507)  0.08
H (-7.6385, -23.1008, 5.5247)  0.06
H (-7.5275, -24.8427, 5.9051)  0.08
H (-7.5123, -24.9718, 8.9460)  0.08
H (-6.2775, -25.5879, 7.8583)  0.08
H (-5.9267, -24.6507, 9.2925)  0.08
H (-8.8503, -21.1450, 6.6555)  0.09
H (-7.6261, -20.8418, 5.4365)  0.06
H (-8.0022, -19.5235, 6.3415)  0.07
H (-8.3105, -22.3770, 9.6673)  0.11
C (-12.3208, -15.7036, 6.3504)  -0.03
C (-11.0241, -14.9051, 6.1749)  -0.53
C (-11.3520, -13.4473, 5.8380)  -0.14
C (-11.8947, -12.7643, 7.0856)  -0.17
C (-10.8146, -12.7973, 8.2281)  -0.09
C (-10.4256, -14.3139, 8.5998)  -0.43
N (-10.1507, -15.0173, 7.3046)  -0.11
O (-9.4893, -16.2403, 7.5396)  -0.02
C (-9.1263, -14.3000, 9.4725)  -0.02
C (-11.6011, -14.8987, 9.4767)  -0.02
C (-10.2701, -15.4099, 4.9177)  -0.04
H (-12.1449, -16.7702, 6.4902)  0.08
H (-13.0813, -15.7182, 5.5696)  0.09
H (-12.8975, -15.3467, 7.2036)  0.06
H (-10.4332, -13.0915, 5.3720)  0.12
H (-12.1628, -13.5581, 5.1179)  0.12
H (-12.8559, -13.1855, 7.3802)  0.10
H (-12.1473, -11.7333, 6.8377)  0.11
H (-11.3413, -12.4105, 9.1005)  0.10
H (-9.9813, -12.1111, 8.0770)  0.11
H (-8.8648, -15.2566, 9.9247)  0.05
H (-8.3240, -14.2833, 8.7348)  0.07
H (-9.0791, -13.4681, 10.1752)  0.09
H (-11.5757, -14.6398, 10.5352)  0.09
H (-12.5943, -14.6318, 9.1155)  0.06
H (-11.4951, -15.9765, 9.3531)  0.07
H (-10.0797, -16.4818, 4.9730)  0.07
H (-9.3133, -14.9109, 4.7644)  0.07
H (-10.8502, -15.3197, 3.9992)  0.09
H (-10.1993, -16.6850, 8.0083)  0.09
O (-7.3779, -17.0750, 10.8419)  -0.04
H (-7.0857, -17.0726, 9.9304)  -0.01
H (-8.2984, -17.3341, 10.7981)  0.03
O (-6.5902, -16.5924, 7.7112)  -0.05
H (-6.3572, -16.7435, 6.7952)  0.05
H (-7.5264, -16.3939, 7.6911)  0.01



(ii)
Computed, not measured: 7 unconnected molecules or ions with the total composition C29H69N3O7, with ωB97M-V with the def2-TZVPD basis set.

Values from the calculation:
Multiplicity ... 1
HOMO level ... -8.77 eV
Kohn-Sham gap ... 9.209 eV
Net charge ... 0

Each line ends with the Löwdin charge.
Cartesian coordinates (Å):
C (9.7680, 16.2108, 5.4711)  -0.20
O (9.6300, 15.0076, 4.8375)  -0.12
H (9.2832, 16.8763, 4.7805)  0.08
H (9.2012, 16.2510, 6.3316)  0.05
H (10.8024, 16.4846, 5.6050)  0.08
H (10.2566, 14.3469, 5.1996)  0.04
C (14.9896, 11.3898, 6.8997)  -0.15
O (13.6378, 11.0555, 7.0265)  -0.13
H (15.0377, 12.3906, 6.6084)  0.07
H (15.5326, 11.3720, 7.8327)  0.08
H (15.4973, 10.6991, 6.2662)  0.07
H (13.5783, 10.5208, 7.8300)  0.05
O (11.8997, 13.5805, 8.8455)  -0.01
H (12.6793, 13.1740, 8.5873)  0.00
H (11.8227, 13.6030, 9.7834)  0.00
O (11.0674, 13.1005, 6.3798)  -0.05
H (11.2741, 13.6667, 7.1374)  0.02
H (11.7230, 12.4148, 6.3930)  0.01
C (9.4097, 15.7764, 11.1518)  -0.02
C (9.7122, 15.2144, 12.5656)  -0.56
C (8.4938, 15.4073, 13.4445)  -0.15
C (7.3530, 14.4687, 13.0499)  -0.16
C (7.8880, 13.0227, 12.9906)  -0.17
C (9.0236, 12.7527, 12.0370)  -0.43
N (10.0827, 13.8343, 12.5017)  -0.04
O (11.3007, 13.7862, 11.6898)  -0.05
C (9.6861, 11.4147, 12.4710)  -0.04
C (8.5127, 12.7838, 10.5495)  0.00
C (10.8744, 16.0031, 13.2234)  -0.04
H (9.4764, 16.8826, 11.2238)  0.09
H (8.3278, 15.6338, 11.0116)  0.06
H (9.9167, 15.4689, 10.2147)  0.09
H (8.8533, 15.1237, 14.4168)  0.12
H (8.1828, 16.4292, 13.3981)  0.12
H (7.0428, 14.7420, 12.0460)  0.08
H (6.4642, 14.5144, 13.7320)  0.13
H (7.0528, 12.3395, 12.8162)  0.12
H (8.3515, 12.7442, 13.9564)  0.12
H (10.4756, 11.2167, 11.7705)  0.04
H (10.1268, 11.5861, 13.4522)  0.08
H (8.8919, 10.5887, 12.5706)  0.12
H (9.1074, 13.1933, 9.7725)  0.06
H (8.3942, 11.7461, 10.2506)  0.07
H (7.5762, 13.2816, 10.4744)  0.06
H (11.2652, 15.4423, 14.1509)  0.11
H (10.5254, 16.9908, 13.5356)  0.08
H (11.7078, 16.1880, 12.5143)  0.08
H (12.0122, 13.4873, 12.2245)  0.04
C (12.7892, 6.1687, 8.5620)  -0.03
C (13.1520, 7.5259, 8.0150)  -0.53
C (13.0596, 7.5964, 6.5217)  -0.13
C (11.5595, 7.6849, 6.0690)  -0.14
C (10.9543, 8.9398, 6.7441)  -0.13
C (11.0254, 8.8721, 8.2480)  -0.53
N (12.4603, 8.7261, 8.5655)  -0.04
O (12.6697, 8.8014, 10.0587)  -0.03
C (10.5370, 10.2182, 8.8454)  -0.02
C (10.1343, 7.8083, 8.8544)  -0.02
C (14.6759, 7.6949, 8.3681)  -0.01
H (13.5711, 5.4266, 8.2679)  0.11
H (11.8211, 5.8372, 8.1399)  0.07
H (12.6733, 6.2235, 9.6192)  0.07
H (13.6369, 8.4359, 6.1699)  0.11
H (13.4158, 6.6649, 6.0509)  0.13
H (10.9877, 6.7782, 6.1972)  0.09
H (11.6587, 7.8280, 4.9651)  0.12
H (9.8522, 9.0912, 6.4290)  0.16
H (11.5155, 9.7928, 6.3766)  0.10
H (10.6259, 10.2960, 9.8694)  0.03
H (11.0317, 11.0959, 8.3935)  0.08
H (9.4783, 10.3689, 8.5661)  0.10
H (10.2405, 6.8052, 8.3436)  0.08
H (10.2625, 7.6215, 9.9124)  0.08
H (9.1489, 8.2196, 8.6663)  0.09
H (15.1676, 6.8240, 8.0843)  0.06
H (14.7339, 7.7416, 9.4396)  0.07
H (15.0378, 8.5940, 7.8673)  0.08
H (12.2318, 7.9908, 10.3381)  0.06
C (13.8303, 10.8754, 15.7301)  -0.03
C (15.2519, 10.9713, 15.2575)  -0.54
C (15.8241, 9.6165, 14.8793)  -0.13
C (15.1516, 8.9694, 13.6237)  -0.15
C (15.4246, 9.9217, 12.4505)  -0.11
C (14.7822, 11.3729, 12.7212)  -0.46
N (15.4830, 11.8206, 14.0456)  -0.05
O (14.8585, 13.0791, 14.2638)  -0.07
C (15.1834, 12.3751, 11.6740)  -0.04
C (13.2880, 11.1789, 12.6338)  -0.05
C (16.0974, 11.5995, 16.4094)  -0.03
H (13.2613, 10.2523, 15.0619)  0.06
H (13.3640, 11.8764, 15.8814)  0.10
H (13.9180, 10.3779, 16.6973)  0.09
H (16.9111, 9.5927, 14.7652)  0.12
H (15.6385, 9.0315, 15.7785)  0.12
H (14.0806, 8.7994, 13.7502)  0.10
H (15.6416, 8.0393, 13.5301)  0.09
H (15.0964, 9.6277, 11.4403)  0.10
H (16.4938, 10.1129, 12.3034)  0.12
H (15.0744, 11.9972, 10.6652)  0.07
H (14.5844, 13.2866, 11.7935)  0.08
H (16.2299, 12.6689, 11.7668)  0.09
H (13.0558, 11.0897, 11.6264)  0.06
H (13.0287, 10.2442, 13.0777)  0.06
H (12.6925, 12.0156, 13.0848)  0.09
H (15.7023, 12.5762, 16.6634)  0.08
H (17.1463, 11.5544, 16.0856)  0.09
H (16.1332, 11.0196, 17.3216)  0.08
H (15.5835, 13.7200, 14.4185)  0.12



Tell me which of them is the least stable. Sure, it is (i).



(i)
Computed, not measured: 2 unconnected molecules or ions with the total composition C6H13N, with ωB97M-V with the def2-TZVPD basis set.

Values from the calculation:
<S²> ... 0.76
Multiplicity ... 2
HOMO level (alpha / beta) ... -12.34 / -12.32 eV
Kohn-Sham gap (alpha / beta) ... 6.910 / 5.223 eV
Net charge ... +1

Each line ends with the Löwdin spin population.
Cartesian coordinates (Å):
C (0.0782, -1.4531, 0.5121)  0.06
C (0.9433, -0.6100, -0.3773)  0.41
C (1.8106, 0.3761, 0.1075)  0.19
C (2.6465, 1.1789, -0.6960)  0.11
C (-1.1987, -0.6458, 0.9824)  0.05
N (-2.0435, -0.4441, -0.1793)  0.00
C (-2.4997, 0.9288, -0.4101)  0.00
H (-0.3211, -2.3025, -0.0451)  0.00
H (0.7188, -1.8129, 1.3602)  0.02
H (3.3883, -0.2879, -0.3442)  0.12
H (1.0287, -0.7471, -1.4594)  0.01
H (1.9855, 0.5790, 1.1874)  0.00
H (3.2922, 1.8832, -0.1565)  0.01
H (2.4130, 1.4766, -1.7210)  0.01
H (-0.7989, 0.1954, 1.6040)  0.00
H (-1.7458, -1.2546, 1.7340)  0.00
H (-1.5839, -0.8904, -0.9618)  0.00
H (-3.5013, 0.8586, -0.8094)  0.00
H (-2.7925, 1.3258, 0.5839)  0.00
H (-1.8199, 1.6463, -0.9116)  0.00



(ii)
Computed, not measured: 2 unconnected molecules or ions with the total composition C6H13N, with ωB97M-V with the def2-TZVPD basis set.

Values from the calculation:
<S²> ... 0.76
Multiplicity ... 2
HOMO level (alpha / beta) ... -12.75 / -12.75 eV
Kohn-Sham gap (alpha / beta) ... 8.940 / 5.329 eV
Net charge ... +1

Each line ends with the Löwdin spin population.
Cartesian coordinates (Å):
C (1.3465, -0.0671, -1.9791)  0.07
C (0.0309, -0.5588, -2.4444)  0.39
C (-1.1465, -0.3554, -1.7523)  0.18
N (-2.3593, -0.6456, -2.2625)  0.28
H (1.2596, 0.7469, -1.2648)  0.00
H (1.9325, -0.8831, -1.5410)  0.03
H (1.9347, 0.2466, -2.8431)  0.01
H (-0.0572, -1.0011, -3.4334)  0.01
H (-1.1949, 0.0520, -0.7472)  0.00
H (-3.0759, -0.8609, -1.5631)  0.01
H (-2.3763, -1.3770, -2.9772)  0.01
C (0.0605, 1.1401, 3.4051)  0.00
C (0.5031, 0.7313, 2.0244)  0.00
C (0.7534, -0.5322, 1.6974)  0.00
H (-0.9363, 1.5870, 3.3312)  0.00
H (0.0066, 0.2916, 4.0808)  0.00
H (0.7090, 1.9248, 3.7953)  0.00
H (0.5470, 1.5469, 1.3098)  0.00
H (1.2325, -0.6691, 0.7306)  0.00
H (0.8301, -1.3171, 2.4338)  0.00



Tell me which of them is the least stable. Sure, it is (i).